Entry 1:
This record from the OMol25 dataset describes C5H9NO2 in the gas phase. The level of theory is the ωB97M-V functional and the def2-TZVPD basis.

CARTESIAN COORDINATES (ANGSTROEM)
O  1.788  0.604  -0.309
O  -1.038  1.086  -1.068
N  1.919  -1.601  -0.449
C  -2.695  -0.344  0.057
C  1.110  -0.560  -0.129
C  -1.267  0.135  -0.309
C  -0.217  -0.658  0.257
C  1.360  1.842  0.255
H  -3.446  -0.035  -0.656
H  -0.456  -1.460  0.934
H  1.124  1.775  1.365
H  2.323  2.377  0.315
H  1.628  -2.566  -0.506
H  -2.650  -1.465  0.062
H  0.597  2.366  -0.310
H  -2.990  -0.114  1.125
H  2.910  -1.382  -0.632

Forces on atoms 1 to 2 (eV/Å):
O -0.78 -1.28 -0.42
O -0.79 -0.64 0.30

Computed properties:
- net charge = 0
- HOMO-LUMO gap (eV) = 8.942
- E (Eh) = -401.11136
- structure (SMILES) = CO/C(N)=C\C(C)=O
- energy above the lowest of the compared OMol25 structures with the same formula, charge and spin (kcal per mole) = 41.0
- E_LUMO (eV) = 0.797
- HOMO energy (Ha) = -0.29931

Entry 2:
This record from the OMol25 dataset describes a molecular structure, C6H6O. The level of theory is the ωB97M-V functional and the def2-TZVPD basis.

CARTESIAN COORDINATES (ANGSTROEM)
O  -0.777  -0.946  0.802
C  1.651  0.277  -0.839
C  0.288  0.011  -0.891
C  -0.709  1.038  -0.375
C  1.308  0.429  0.522
C  -0.223  0.404  0.929
C  -0.329  -1.331  -0.498
H  -0.396  2.073  -0.473
H  2.093  0.144  1.221
H  -1.741  0.866  -0.696
H  0.415  -2.124  -0.400
H  -1.148  -1.612  -1.159
H  -0.496  0.781  1.910

Forces on atoms 1 to 2 (eV/Å):
O 0.32 -0.05 -0.01
C -0.53 -0.19 0.37

Computed properties:
- net charge = 0
- HOMO-LUMO gap (eV) = 8.952
- E (Eh) = -307.23899
- energy above the lowest of the compared OMol25 structures with the same formula, charge and spin (kcal per mole) = 140.8
- E_LUMO (eV) = 0.175
- HOMO energy (Ha) = -0.32255

Entry 3:
This record from the OMol25 dataset describes 5 unconnected molecules or ions with the total composition C17H38N2O14P2S5. The level of theory is the ωB97M-V functional and the def2-TZVPD basis.

CARTESIAN COORDINATES (ANGSTROEM)
S  -1.377  3.788  2.331
S  0.570  -8.750  1.774
S  -3.394  1.852  -2.110
S  -2.821  -4.577  -1.868
S  4.377  7.037  -2.287
P  1.041  7.658  1.885
P  -1.600  5.516  0.048
O  1.071  6.285  0.929
O  2.638  7.692  2.223
O  -1.811  6.827  0.944
O  -1.971  1.865  -1.869
O  0.540  -9.176  0.399
O  0.999  8.699  0.640
O  -3.694  -3.506  -1.445
O  -0.310  -7.702  2.231
O  3.807  6.197  -3.312
O  -2.835  -5.002  -3.244
O  -0.659  6.062  -1.130
O  1.495  4.435  2.139
O  -4.022  3.009  -2.705
O  4.196  8.466  -2.346
N  -0.542  4.645  1.077
N  -2.856  4.741  -0.334
C  -4.663  -0.491  -2.105
C  2.241  -8.325  2.260
C  -5.354  0.444  -1.102
C  -3.044  -5.982  -0.767
C  -4.278  1.411  -0.621
C  1.740  -10.308  3.596
C  -3.847  0.391  -3.058
C  2.382  -8.915  3.659
C  0.392  -10.158  2.882
C  6.128  6.642  -2.121
C  6.297  6.058  -0.713
C  0.747  5.075  1.471
C  4.964  5.401  -0.328
C  -1.711  -6.165  -0.028
C  3.882  6.412  -0.687
C  -1.151  -4.185  -1.353
C  -1.044  -4.785  0.045
H  -0.416  -9.915  3.570
H  4.922  5.146  0.730
H  1.608  -10.737  4.588
H  7.122  5.348  -0.683
H  -4.428  0.734  -3.912
H  6.695  7.555  -2.284
H  -2.967  4.590  -1.331
H  -5.378  -1.098  -2.655
H  -4.647  2.327  -0.165
H  2.915  -8.802  1.548
H  -1.069  -6.852  -0.583
H  -1.793  4.879  2.995
H  -1.863  -6.587  0.958
H  -5.787  -0.109  -0.269
H  -2.406  7.433  0.491
H  -0.152  5.357  -1.549
H  3.426  -8.962  3.964
H  0.122  -11.024  2.284
H  -2.931  -0.083  -3.402
H  -3.324  -6.840  -1.372
H  6.525  6.859  -0.007
H  2.888  5.987  -0.772
H  4.821  4.482  -0.901
H  -0.005  -4.857  0.365
H  -1.571  -4.150  0.761
H  2.870  8.488  2.716
H  -1.021  -3.106  -1.396
H  2.385  -10.981  3.029
H  0.561  8.359  -0.148
H  2.348  -7.244  2.213
H  1.851  -8.289  4.379
H  -6.158  0.998  -1.591
H  -3.857  -5.727  -0.090
H  -0.477  -4.674  -2.056
H  -4.003  -1.176  -1.577
H  -3.563  0.925  0.042
H  3.870  7.250  0.007
H  6.362  5.917  -2.899

Forces on atoms 1 to 2 (eV/Å):
S 0.05 -0.29 -0.27
S 0.17 -0.09 0.15

Computed properties:
- net charge = 0
- HOMO-LUMO gap (eV) = 9.843
- E (Eh) = -4507.18311
- structure (SMILES) = N=P(O)(O)N(S)C(=O)OP(O)O.O=S1(=O)CCCC1.O=S1(=O)CCCC1.O=S1(=O)CCCC1.O=S1(=O)CCCC1
- E_LUMO (eV) = 0.457
- HOMO energy (Ha) = -0.34491

Entry 4:
This record from the OMol25 dataset describes 14 unconnected molecules or ions with the total composition C28H84O23. The level of theory is the ωB97M-V functional and the def2-TZVPD basis.

CARTESIAN COORDINATES (ANGSTROEM)
O  2.693  -2.159  -2.861
O  0.102  -2.555  -2.877
O  -3.145  3.425  0.146
O  1.131  6.317  0.876
O  -4.410  -3.409  -2.826
O  4.758  2.348  -0.604
O  3.867  -3.286  0.826
O  4.594  -2.180  -5.088
O  2.609  0.370  4.123
O  -2.465  3.994  4.509
O  3.641  -0.530  -0.107
O  2.963  -5.563  2.408
O  -4.150  -0.447  -4.172
O  -1.199  5.219  0.084
O  -5.307  0.283  2.012
O  -0.892  1.809  -1.676
O  -0.132  2.433  3.161
O  -2.695  1.548  2.273
O  0.266  1.344  0.754
O  -3.804  1.350  -2.090
O  -0.705  -1.000  -0.581
O  0.950  -2.467  5.231
O  -0.374  -4.523  -0.967
C  4.548  -1.234  -4.035
C  -3.893  3.714  -1.045
C  0.712  0.053  1.105
C  3.088  -1.044  -3.545
C  -2.792  -0.489  -4.698
C  -1.568  4.513  3.515
C  -0.402  -3.859  -3.227
C  1.196  5.102  0.101
C  -4.294  -0.250  2.779
C  4.877  0.096  0.179
C  -4.576  2.427  -1.488
C  -0.137  -2.067  4.359
C  0.223  1.954  -2.542
C  2.300  0.589  5.488
C  -0.229  3.778  3.598
C  0.684  -0.793  -0.224
C  0.188  -2.651  2.959
C  -0.046  5.131  -0.788
C  -2.935  0.154  2.156
C  -3.764  -2.537  -0.659
C  0.094  -4.918  -2.245
C  3.332  1.590  6.125
C  5.442  1.109  -0.883
C  2.796  -4.123  0.410
C  2.987  -5.490  0.972
C  -2.380  -1.795  -5.351
C  -4.528  -3.594  -1.440
C  -0.308  2.675  -3.820
H  2.167  4.984  -0.383
H  3.713  1.277  7.096
H  0.453  2.987  -4.536
H  1.963  6.566  1.284
H  -3.923  -1.511  -0.994
H  -5.594  -3.409  -1.278
H  -0.597  -2.275  2.301
H  1.169  -1.758  -0.084
H  0.039  -3.723  3.086
H  -0.882  3.565  -3.564
H  4.009  -3.388  1.772
H  -2.050  3.964  5.375
H  -1.310  5.551  3.732
H  -0.042  -4.085  -4.231
H  1.171  -0.314  -1.073
H  2.220  -6.156  0.567
H  6.501  1.323  -0.740
H  1.763  -2.190  4.797
H  2.373  -0.385  5.972
H  0.380  1.878  1.556
H  -2.674  0.317  -5.423
H  -0.346  -5.864  -2.559
H  -5.707  1.045  2.434
H  -0.214  -2.253  -2.017
H  1.057  2.446  -2.036
H  -0.948  1.999  -4.387
H  0.556  4.359  3.111
H  -2.680  -2.648  -0.722
H  4.523  -3.049  -4.686
H  -0.962  5.856  0.766
H  1.845  -3.716  0.766
H  1.192  -2.416  2.607
H  -2.690  -1.933  -6.388
H  -2.554  4.176  0.311
H  4.893  -0.260  -4.381
H  2.712  2.473  6.291
H  3.017  -0.234  -2.809
H  5.129  -1.643  -3.205
H  -1.019  -2.547  4.781
H  -5.055  -2.805  -3.201
H  -4.348  -1.341  2.727
H  2.753  1.195  3.653
H  0.369  -4.044  -0.589
H  1.272  0.895  5.689
H  5.661  -0.657  0.303
H  5.118  0.818  -1.883
H  -1.492  -3.898  -3.248
H  1.726  -2.259  -2.942
H  2.472  -0.804  -4.415
H  3.851  -1.380  -0.505
H  -2.925  -2.597  -4.845
H  -1.031  -0.212  -1.032
H  -3.188  4.019  -1.819
H  4.777  2.832  -1.434
H  -2.886  1.383  -1.798
H  0.600  0.946  -2.730
H  4.190  1.815  5.494
H  1.183  4.231  0.761
H  -3.137  2.025  1.560
H  -4.388  0.025  3.831
H  3.974  -5.900  0.759
H  -2.112  -0.416  -3.846
H  -4.681  4.423  -0.788
H  -1.377  -2.205  -5.239
H  1.175  -4.802  -2.343
H  -0.992  1.994  3.220
H  -4.031  -2.591  0.399
H  -0.021  6.085  -1.316
H  -0.248  -0.983  4.419
H  -5.103  1.963  -0.651
H  -0.081  4.272  -1.453
H  -4.015  0.041  -3.349
H  -2.898  -0.113  1.099
H  2.818  -4.122  -0.680
H  4.778  0.524  1.177
H  -4.296  -4.643  -1.262
H  -0.430  1.799  -0.822
H  -5.392  2.597  -2.192
H  2.149  -5.133  2.693
H  -2.093  -0.227  2.737
H  0.031  -0.425  1.807
H  1.740  0.180  1.444
H  -2.024  4.411  2.533
H  0.041  3.713  4.657

Forces on atoms 1 to 2 (eV/Å):
O -0.26 -1.87 0.40
O -0.11 -0.63 -0.75

Computed properties:
- net charge = 0
- HOMO-LUMO gap (eV) = 9.432
- E (Eh) = -2847.51126
- energy above the lowest of the compared OMol25 structures with the same formula, charge and spin (kcal per mole) = 0.0
- E_LUMO (eV) = 0.094
- HOMO energy (Ha) = -0.34316

Entry 5:
This record from the OMol25 dataset describes a molecular structure, C10H23F2N2O7S2Ti2. The level of theory is the ωB97M-V functional and the def2-TZVPD basis.

CARTESIAN COORDINATES (ANGSTROEM)
Ti  -15.963  11.229  11.634
Ti  -15.851  12.335  14.374
S  -18.707  10.191  13.275
S  -16.731  9.228  14.266
F  -18.726  10.778  11.791
F  -15.220  9.742  14.619
O  -14.649  11.890  16.250
O  -19.501  11.105  14.033
O  -18.671  13.453  15.128
O  -19.167  8.866  13.122
O  -16.531  8.049  13.494
O  -17.327  9.152  15.562
O  -13.991  9.714  11.974
N  -17.050  10.555  13.495
N  -20.560  8.258  9.935
C  -19.506  8.556  8.017
C  -19.772  9.121  9.228
C  -13.070  8.064  10.532
C  -14.353  11.613  17.647
C  -14.830  10.226  17.991
C  -18.961  13.609  16.522
C  -20.288  7.359  7.937
C  -17.885  13.127  17.472
C  -14.092  8.328  11.603
C  -20.914  7.179  9.129
H  -14.098  7.678  12.482
H  -12.058  8.353  10.816
H  -14.314  12.774  16.054
H  -17.962  12.062  17.707
H  -13.535  9.866  12.805
H  -19.956  13.234  16.772
H  -15.113  8.135  11.255
H  -20.324  6.612  7.160
H  -21.003  8.411  10.822
H  -14.856  12.382  18.232
H  -13.275  11.651  17.808
H  -16.887  13.312  17.061
H  -17.947  13.637  18.434
H  -21.500  6.377  9.541
H  -14.346  9.810  18.873
H  -18.974  8.978  7.180
H  -15.914  10.216  18.150
H  -13.305  8.678  9.656
H  -19.458  10.061  9.643
H  -19.032  12.595  14.864
H  -14.768  9.423  17.252
H  -19.100  14.689  16.623
H  -13.027  7.060  10.106

Forces on atoms 1 to 2 (eV/Å):
Ti 0.84 -0.33 0.28
Ti -0.94 -0.56 0.13

Computed properties:
- multiplicity = 7
- expectation value of S² = 12.002
- net charge = +1
- HOMO-LUMO gap (alpha / beta) (eV) = 6.246 / 6.139
- E (Eh) = -3725.57829
- E_LUMO (alpha / beta) (eV) = -3.727 / -4.162
- HOMO energy (alpha / beta) (Ha) = -0.36651 / -0.37856

Entry 6:
This record from the OMol25 dataset describes a molecular structure, C24H21N9ReS2. The level of theory is the ωB97M-V functional and the def2-TZVPD basis.

CARTESIAN COORDINATES (ANGSTROEM)
Re  0.494  -0.095  0.664
S  2.707  -0.501  1.516
S  1.642  0.208  -1.427
N  -3.541  -3.750  -2.149
N  -0.434  -0.821  2.638
N  5.677  -3.364  -4.247
N  0.383  -2.246  0.358
N  -1.262  0.486  -0.546
N  0.283  1.913  1.172
N  6.938  -4.411  -0.490
N  -2.069  -2.413  -0.931
N  -2.008  -0.100  -1.447
C  -2.394  -1.313  -1.687
C  -3.632  -0.420  -3.672
C  3.674  -1.346  -2.300
C  -0.740  2.542  0.539
C  6.159  -3.595  -0.677
C  -5.154  -1.859  -4.854
C  0.973  2.601  2.084
C  5.146  -2.621  -0.857
C  5.274  -2.863  -3.302
C  -1.041  3.886  0.774
C  0.688  3.918  2.413
C  -4.540  -0.616  -4.686
C  4.711  -2.261  -2.149
C  4.544  -2.046  0.258
C  -0.322  4.583  1.726
C  -3.904  -2.727  -3.004
C  3.043  -0.804  -1.186
C  -2.637  -3.552  -1.194
C  -4.841  -2.912  -4.018
C  0.366  -2.927  1.662
C  -0.705  -2.270  2.530
C  3.495  -1.148  0.104
C  -1.512  1.757  -0.373
C  -3.296  -1.471  -2.812
H  -3.163  0.536  -3.514
H  3.334  -1.076  -3.289
H  0.153  -3.992  1.552
H  1.109  -2.659  -0.230
H  -1.284  -0.342  2.939
H  1.792  2.078  2.563
H  -0.550  5.616  1.936
H  -4.783  0.204  -5.342
H  -3.980  -4.655  -2.280
H  -1.827  4.357  0.203
H  1.254  4.420  3.183
H  1.353  -2.824  2.125
H  -0.530  -2.418  -0.115
H  -5.312  -3.874  -4.150
H  -1.678  -2.398  2.050
H  -0.733  -2.748  3.512
H  -5.882  -1.990  -5.640
H  4.879  -2.316  1.247
H  -2.347  -4.404  -0.592
H  0.267  -0.662  3.365
H  -2.321  2.228  -0.920

Forces on atoms 1 to 2 (eV/Å):
Re 2.63 -0.63 -1.82
S -0.89 0.20 -0.08

Computed properties:
- multiplicity = 2
- expectation value of S² = 1.164
- net charge = +2
- HOMO-LUMO gap (alpha / beta) (eV) = 5.291 / 6.494
- E (Eh) = -2294.14049
- energy above the lowest of the compared OMol25 structures with the same formula, charge and spin (kcal per mole) = 27.6
- E_LUMO (alpha / beta) (eV) = -8.512 / -7.325
- HOMO energy (alpha / beta) (Ha) = -0.50725 / -0.50785

Entry 7:
This record from the OMol25 dataset describes 2 unconnected molecules or ions with the total composition C36H35N2Si. The level of theory is the ωB97M-V functional and the def2-TZVPD basis.

CARTESIAN COORDINATES (ANGSTROEM)
Si  -0.987  -2.284  2.779
N  0.862  6.773  3.731
N  -1.601  -0.021  4.220
C  -0.359  -4.044  2.858
C  -2.008  7.283  1.564
C  -1.244  -5.112  3.073
C  1.985  3.286  3.751
C  -0.770  -6.431  3.088
C  -2.586  0.610  5.070
C  3.850  4.757  3.308
C  0.493  -1.252  2.330
C  0.593  -0.678  1.059
C  -0.412  6.610  3.240
C  -3.638  -3.139  -0.297
C  1.701  5.695  3.887
C  1.008  -4.318  2.672
C  1.479  -5.637  2.688
C  -2.347  -2.152  1.514
C  -3.618  -0.514  5.306
C  -2.510  -3.143  0.531
C  -2.194  5.097  2.573
C  -0.278  4.232  3.850
C  -2.855  -1.847  5.142
C  0.591  -6.701  2.892
C  -3.280  -1.104  1.576
C  1.112  4.386  3.918
C  -0.989  7.615  2.449
C  -1.516  -1.441  4.424
C  -1.000  5.301  3.304
C  1.596  0.265  0.801
C  2.498  0.610  1.810
C  2.441  -0.010  3.065
C  -4.664  -2.205  -0.088
C  -4.485  -1.193  0.865
C  3.278  3.472  3.289
C  1.468  -0.988  3.307
C  3.090  5.837  3.735
C  1.398  8.132  3.795
C  -2.615  6.017  1.633
H  -3.077  -0.224  2.197
H  -0.682  -1.800  5.080
H  1.710  -3.496  2.507
H  1.475  -1.526  4.260
H  -3.050  1.484  4.578
H  -4.166  -0.422  6.253
H  -2.724  4.154  2.702
H  2.248  8.162  4.480
H  -1.467  -7.251  3.253
H  0.962  -7.729  2.894
H  -5.268  -0.462  1.075
H  -2.344  8.016  0.831
H  -1.755  -3.923  0.425
H  -2.306  -4.904  3.222
H  -2.619  -2.300  6.114
H  1.716  8.481  2.801
H  3.261  1.362  1.604
H  3.550  6.820  3.834
H  -2.142  0.989  6.008
H  -4.322  -0.482  4.467
H  -5.590  -2.258  -0.667
H  3.143  0.256  3.861
H  -3.441  5.761  0.971
H  -3.427  -2.578  4.557
H  3.860  2.619  2.951
H  4.888  4.901  2.999
H  1.671  0.733  -0.183
H  0.628  8.812  4.180
H  -0.116  -0.958  0.277
H  1.567  2.293  3.914
H  -0.741  3.259  4.002
H  -0.573  8.626  2.427
H  -0.751  0.495  4.028
H  2.546  -5.825  2.547
H  -3.725  -3.879  -1.092

Forces on atoms 1 to 2 (eV/Å):
Si -0.18 0.14 0.16
N -0.07 0.22 0.34

Computed properties:
- net charge = +1
- HOMO-LUMO gap (eV) = 4.968
- E (Eh) = -1791.58849
- energy above the lowest of the compared OMol25 structures with the same formula, charge and spin (kcal per mole) = 14.2
- E_LUMO (eV) = -4.902
- HOMO energy (Ha) = -0.36273

Entry 8:
This record from the OMol25 dataset describes C4H9NO in the gas phase. The level of theory is the ωB97M-V functional and the def2-TZVPD basis.

CARTESIAN COORDINATES (ANGSTROEM)
O  -0.291  2.513  1.045
N  -0.878  0.671  -0.148
C  -0.966  1.983  0.187
C  0.214  -0.187  0.299
C  1.367  -0.127  -0.709
C  -0.307  -1.606  0.478
H  -0.694  -1.989  -0.475
H  -1.700  2.533  -0.438
H  1.041  -0.519  -1.681
H  -1.655  0.247  -0.623
H  -1.111  -1.643  1.220
H  2.227  -0.718  -0.372
H  0.498  -2.270  0.806
H  0.555  0.204  1.263
H  1.700  0.905  -0.853

Forces on atoms 1 to 2 (eV/Å):
O 0.01 0.12 -0.38
N 0.04 0.04 0.07

Computed properties:
- net charge = 0
- HOMO-LUMO gap (eV) = 10.651
- E (Eh) = -287.81642
- structure (SMILES) = CC(C)NC=O
- energy above the lowest of the compared OMol25 structures with the same formula, charge and spin (kcal per mole) = 10.1
- E_LUMO (eV) = 0.921
- HOMO energy (Ha) = -0.35755

What is the E in the fourth record? -2847.51126 Eh